(1)
ORCA calculation (ωB97M-V with the def2-TZVPD basis set) on a 4-piece molecular cluster, C23H31BrN4P overall at a distorted geometry.

```
60
Properties=species:S:1:pos:R:3
Br -4.734 -1.143 -1.569
H 7.234 0.608 -4.503
C -4.527 -3.445 4.577
C 6.323 0.193 -4.916
H -2.382 -3.226 4.643
C -2.281 -2.418 -0.363
C -5.444 -4.426 6.559
H 5.299 0.061 -3.024
H 2.383 1.122 -3.119
H 0.670 7.331 2.106
C 0.020 5.941 0.599
C 0.806 6.349 1.668
H 2.399 5.770 3.003
C 0.895 -1.019 -0.663
H -6.625 -3.822 4.866
N -3.068 -4.069 6.389
H 7.018 0.170 -6.951
H 1.268 2.056 -1.944
H 2.648 3.531 1.928
C -2.267 0.348 1.950
H -6.283 -4.784 7.144
H -2.383 -1.669 -2.469
C -2.121 0.172 -1.214
C -3.276 -3.557 5.163
H -1.380 0.370 -2.089
H 1.514 -1.980 -0.424
H 0.921 -0.040 1.123
H 0.600 0.566 -2.971
H 2.466 0.672 -0.302
C -3.007 -0.062 2.973
H -2.967 0.961 -1.353
N 1.158 3.818 0.540
H 2.875 -0.568 -1.619
C -4.154 -4.491 7.059
C 2.007 0.072 -1.171
H 3.047 -1.261 -6.194
H -2.972 -3.344 -0.532
C 5.012 -0.584 -6.763
C 1.483 1.012 -2.386
C -2.755 -1.303 -1.426
H 0.183 -1.319 -1.516
H 4.882 -0.788 -7.819
H -0.665 1.786 0.365
C 0.231 4.676 0.075
H -0.740 6.591 0.183
H -2.411 -2.128 0.741
N 0.216 -0.636 0.624
C 3.994 -0.848 -5.862
H -0.361 4.311 -0.759
C 1.906 4.240 1.575
P -1.166 0.424 0.393
H -3.360 -0.289 4.057
N 4.088 -0.623 -4.539
H -1.205 -2.821 -0.567
C 5.248 -0.109 -4.095
H -3.957 -4.898 8.047
C 1.769 5.484 2.169
H -4.636 -3.021 3.585
C 6.198 -0.052 -6.276
C -5.630 -3.891 5.292
```

total charge = +1
HOMO = -11.6 eV


(2)
ORCA calculation (ωB97M-V with the def2-TZVPD basis set) on C10H21Cl3IMoO3P2 as an isolated structure at a distorted geometry.

```
41
Properties=species:S:1:pos:R:3
Cl -0.043 -2.550 3.666
H -1.139 1.157 -2.297
I 2.064 0.353 1.765
H 0.760 4.523 -2.034
H -1.799 -2.872 -0.468
H 2.905 3.087 0.080
C -0.882 3.371 0.234
H -0.872 -3.252 1.016
H -0.723 4.455 0.315
C 1.943 3.558 0.304
H -0.112 -2.730 -2.956
H -1.760 3.171 -0.392
H 2.833 -2.380 0.084
C -1.846 0.064 0.575
O -2.105 -1.065 1.602
H -0.336 3.266 -2.692
C -0.853 -3.263 -0.079
Cl -2.948 -2.469 3.957
Mo 0.246 0.160 -0.280
O -1.249 0.653 2.701
H 1.434 3.042 -2.777
C -1.477 -1.495 3.923
H -1.046 2.932 1.227
C -0.500 0.266 -2.211
C 1.916 -2.949 0.275
H 1.778 3.544 1.387
H 2.035 -3.990 -0.055
H 1.670 -2.913 1.344
H -0.710 -4.288 -0.444
H 1.952 4.596 -0.057
Cl -1.280 -0.556 5.396
C 0.612 3.444 -2.173
P 0.536 -2.213 -0.672
C -1.579 -0.520 2.705
H -1.058 -0.644 -2.471
P 0.608 2.623 -0.537
H 0.387 0.370 -2.863
C 0.787 -2.896 -2.349
H 0.979 -3.975 -2.265
H 1.644 -2.405 -2.826
O -2.772 0.789 0.342
```

total charge = +3
2S+1 = 3
HOMO (spin up / spin down) = -19.1 / -19.1 eV


(3)
ORCA calculation (ωB97M-V with the def2-TZVPD basis set) on a 4-piece molecular cluster, C21H20FIN4O4S overall at a distorted geometry.

```
52
Properties=species:S:1:pos:R:3
O 3.189 3.234 1.191
N -1.163 -3.581 -3.066
C -0.211 2.896 2.394
C 0.429 2.068 -1.317
C -2.078 -2.610 -3.370
H -4.949 2.606 3.737
H -1.058 1.420 -2.863
H 2.600 2.796 4.109
H 1.481 -1.136 -0.443
C -1.323 -4.642 -3.914
H 1.815 -1.724 1.965
H 0.831 0.751 3.775
C -1.111 3.965 1.738
C -2.615 3.793 2.032
C 0.119 0.484 2.987
C 1.699 -4.298 -0.107
H 0.685 0.048 2.138
H -2.727 -4.991 -5.549
C 1.758 -2.462 1.184
I -3.745 5.557 2.332
H -0.690 -5.511 -3.838
H -3.644 -2.521 -4.889
H -0.478 -3.521 -2.331
C -2.836 -3.059 -4.420
H 2.415 1.886 -0.311
F 4.387 3.664 2.991
O -2.329 0.458 1.178
O 1.149 4.546 3.236
H -2.110 -1.687 -2.814
H 2.789 0.026 -1.951
H 1.991 -4.426 2.110
S -4.825 2.241 2.427
C -0.092 1.306 -2.398
C 0.863 0.390 -2.752
C 3.331 3.186 2.340
H 1.389 -3.112 -1.975
C -3.092 2.545 2.067
C -2.356 -4.350 -4.765
C -0.674 1.648 2.411
C 1.844 -3.829 1.225
C 1.685 1.590 -1.046
N 1.941 0.564 -1.922
N 2.310 2.584 3.145
O -0.660 4.804 1.046
C 1.531 -3.199 -0.910
N 1.573 -2.086 -0.118
H 0.870 -0.369 -3.518
H -0.584 -0.310 3.302
H 1.716 -5.324 -0.438
H -0.061 2.875 -0.798
C -2.076 1.412 1.810
C 1.095 3.402 2.951
```

total charge = 0
structure (SMILES) = CC1=C(C(=O)NC(=O)F)C(=O)C(I)=C(S)C1=O.c1cc[nH]c1.c1cc[nH]c1.c1cc[nH]c1
HOMO = -8.1 eV


(4)
ORCA calculation (ωB97M-V with the def2-TZVPD basis set) on C5H12F6NO9S2V as an isolated structure at a distorted geometry.

```
36
Properties=species:S:1:pos:R:3
O 2.369 1.263 1.158
H -1.299 -1.275 0.458
C -1.505 -1.958 1.282
H -1.013 -0.912 3.004
H -0.704 -2.652 1.536
O 0.702 -2.708 -1.241
F -0.835 2.191 -2.359
S 0.464 -0.101 -2.881
O 1.291 0.790 -3.710
O 2.399 2.636 -1.354
H -3.702 -0.426 1.491
H -2.894 -1.536 4.150
F -1.697 0.366 -1.533
C -1.201 0.953 -2.598
O -0.151 1.143 0.969
S 1.744 -1.666 -1.329
H -2.314 0.716 1.575
H -0.241 3.803 0.975
C -1.951 -1.180 2.518
O -2.689 -2.003 3.336
C 2.795 -1.989 0.242
F 3.253 -3.265 0.247
F 3.905 -1.191 0.349
O 0.089 -1.323 -3.577
H 2.460 3.579 -1.506
H -2.331 -2.629 1.046
H 0.494 4.458 -0.176
F -1.969 0.881 -3.697
O 2.706 -1.917 -2.418
C -2.893 -0.037 2.110
N 1.191 -0.122 -1.235
O 0.453 3.649 0.334
H -3.393 0.471 2.934
H 3.271 2.302 -1.563
F 2.031 -1.783 1.343
V 1.162 1.473 0.122
```

total charge = -1
2S+1 = 2
HOMO (spin up / spin down) = -3.4 / -5.5 eV


(5)
ORCA calculation (ωB97M-V with the def2-TZVPD basis set) on a 9-piece molecular cluster, C35H68BBrI2O8 overall at a distorted geometry.

```
115
Properties=species:S:1:pos:R:3
C 8.449 -7.249 0.041
H 13.029 -9.139 -1.279
C 7.349 -6.665 -2.199
C 13.269 -8.078 -1.248
H -6.536 5.690 0.888
H 6.376 -7.043 -1.881
H -5.710 -5.208 3.741
H 9.028 -6.796 0.844
H 9.027 -8.051 -0.403
H -0.704 3.063 -4.205
C -2.646 1.236 0.137
H 13.782 -7.858 -0.311
H -2.962 0.043 1.912
H -3.204 6.140 -1.243
C -5.360 -2.116 -1.430
H -0.645 0.539 -2.568
C 5.471 -0.488 -2.182
C 5.273 -1.985 -2.194
H -4.959 4.447 3.391
C -0.186 3.665 -3.455
C 1.243 3.204 -3.323
Br -2.274 -2.661 0.434
H 6.222 -3.891 -2.115
H 4.505 0.007 -2.256
H -6.257 4.799 6.524
H -8.306 7.552 4.855
C -1.036 0.154 -1.628
H 12.598 -5.454 -0.382
C -5.225 -4.539 4.454
C -3.453 0.159 0.946
H 7.038 -2.642 -1.166
H -4.242 -4.935 4.698
H 11.146 -5.314 -1.390
H -5.339 6.586 1.855
H -7.942 -3.875 6.534
C -2.698 8.615 -2.565
H -4.430 0.567 1.166
C -6.489 6.482 5.233
C -7.243 7.763 4.976
H 13.926 -7.839 -2.085
H 2.417 -1.259 1.019
C 8.145 -6.210 -1.001
C 11.997 -7.271 -1.344
H -2.377 9.145 -3.459
C 6.509 -2.844 -2.097
H -5.108 -3.551 4.005
H -0.689 3.544 -2.498
C -6.771 -2.438 -1.818
H 2.661 -2.927 0.542
C 1.449 -1.825 -0.844
C -2.304 0.965 -1.319
H 7.200 -5.830 -2.879
H -2.570 9.268 -1.700
H 6.091 -0.187 -3.029
H -1.509 5.634 -1.197
H 3.110 2.925 -4.319
C -5.108 3.837 2.495
C -4.717 4.623 1.272
H -6.157 3.539 2.430
H -7.120 -3.335 -1.327
H -2.024 7.059 -0.279
H -3.753 8.353 -2.667
C -5.049 -1.680 -0.234
O -3.835 4.247 0.531
H 2.156 -2.271 -1.533
O 8.523 -5.063 -0.886
H -5.096 6.372 0.107
I -6.584 -1.461 1.232
H -6.868 8.229 4.068
H 5.956 -0.183 -1.253
C 1.932 -2.127 0.593
H 1.102 -2.412 1.229
H -3.155 0.561 -1.858
H -6.719 6.296 7.355
H -7.428 -2.887 5.152
H 1.690 2.673 -5.352
C -6.052 -4.435 5.712
H -0.220 4.718 -3.741
H -7.103 8.451 5.811
C -7.457 -3.899 5.561
H -3.267 2.123 0.141
H 12.743 -5.435 -2.156
O -5.614 -4.763 6.790
H 1.487 -0.103 -2.158
C -6.874 5.693 6.459
O -0.999 7.073 -3.185
H -1.783 1.513 0.720
H -2.141 1.939 -1.769
C 0.088 0.286 -0.615
B -3.639 -1.277 0.360
H 0.250 1.351 -0.453
H 2.218 0.200 -0.593
C 12.132 -5.769 -1.317
H -7.922 5.397 6.399
H -8.033 -4.542 4.893
C 1.410 -0.313 -1.096
H -6.830 -2.540 -2.893
O 4.166 -2.470 -2.276
H 2.180 4.322 -4.894
H -7.403 -1.598 -1.571
C -2.174 6.494 -1.201
C -1.869 7.364 -2.396
H 7.522 -7.651 0.458
C -5.473 5.903 1.015
H 7.892 -7.455 -2.721
O 10.915 -7.806 -1.437
O 1.669 2.785 -2.272
O -5.613 6.103 4.487
H 0.458 -2.231 -1.006
H -1.220 -0.898 -1.814
I -3.905 -2.402 -2.916
H -4.490 2.942 2.560
H 7.171 -2.643 -2.941
H -0.211 -0.113 0.353
C 2.112 3.288 -4.555
```

total charge = 0
structure (SMILES) = CCCCCCCCB(Br)/C(I)=C(/C)I.CC(C)=O.CC(C)=O.CC(C)=O.CC(C)=O.CC(C)=O.CC(C)=O.CC(C)=O.CC(C)=O
HOMO = -8.8 eV


(6)
ORCA calculation (ωB97M-V with the def2-TZVPD basis set) on a 2-piece molecular cluster, C7H10 overall.

```
17
Properties=species:S:1:pos:R:3
C -1.927 -0.113 0.101
H 1.895 1.261 -1.561
C -1.233 -1.045 1.049
H -0.669 -0.949 -1.436
C -0.521 0.992 -0.178
C 2.456 -0.256 -0.195
H 2.105 1.796 0.188
C -1.110 0.014 -1.161
H -0.767 0.943 1.986
H -1.775 -1.364 1.937
C -0.710 0.348 1.075
H -1.504 0.526 -2.039
H 2.472 -1.066 -0.921
C 2.154 0.991 -0.540
H -2.928 0.266 0.266
H -0.617 -1.820 0.591
H 2.677 -0.523 0.837
```

total charge = 0
HOMO = -7.7 eV


(7)
ORCA calculation (ωB97M-V with the def2-TZVPD basis set) on a 2-piece molecular cluster, C12H17BrN3O4S overall at a distorted geometry.

```
38
Properties=species:S:1:pos:R:3
H 2.957 -2.129 -0.242
C -0.087 4.226 -0.120
S -2.830 -2.776 -2.408
H 0.469 4.749 -1.019
C -0.682 1.869 1.305
H -2.323 4.991 3.016
C -0.296 -0.774 0.326
H 0.269 -2.866 -1.510
H 2.199 -0.449 -0.702
C 1.303 -2.354 -1.807
H 1.794 -2.668 3.453
H 3.086 -1.429 3.347
Br 2.612 -0.238 -3.614
C 0.998 -1.364 -3.082
H -0.093 -0.204 -0.697
N 2.162 -1.810 2.987
O -2.909 -3.874 -1.428
C -1.557 2.720 2.416
H 1.986 -3.255 -2.184
C 1.942 -1.579 -0.492
C -0.571 0.226 1.597
H -1.276 -0.231 2.420
H 0.043 -0.696 -2.874
H 0.678 1.927 -0.738
C 1.404 -1.200 2.018
N 0.937 -1.644 0.649
N 0.818 0.176 2.267
H -0.984 6.333 0.840
C -1.682 4.370 2.231
H 0.757 -2.023 -4.034
C -0.930 5.159 0.972
H 1.452 0.751 1.637
H -1.191 -1.562 0.300
O -1.758 -3.059 -3.379
O -4.117 -2.657 -3.118
H -2.103 2.266 3.351
O -2.538 -1.512 -1.707
C 0.061 2.591 0.024
```

total charge = -1
HOMO = -2.8 eV


(8)
ORCA calculation (ωB97M-V with the def2-TZVPD basis set) on C31H26IMgN4OS as an isolated structure at a distorted geometry.

```
65
Properties=species:S:1:pos:R:3
C -0.584 2.097 -3.144
C -1.611 -0.544 3.460
H -1.745 -0.540 6.894
C 4.775 -2.216 1.617
N 2.245 -1.074 1.704
I 0.849 -3.379 2.861
Mg 0.257 -0.313 1.211
H 1.308 0.946 4.064
C 0.259 2.327 -1.998
C -1.282 -1.046 -1.232
C -3.574 -0.858 -0.514
H 3.107 2.006 -5.911
N 0.066 -1.132 -0.883
H 5.433 -0.292 0.909
H -0.996 -1.532 -4.539
H 1.901 3.130 -6.505
C -2.101 -0.789 4.742
S -0.338 2.278 -0.338
H -4.338 -0.752 0.257
C -1.681 -1.163 -2.581
C 2.419 -2.288 2.090
C -3.459 -1.738 2.538
C 3.347 -0.325 1.414
H 1.975 -1.320 -1.412
H 0.901 4.282 -0.222
H -3.714 -1.706 5.875
H -3.846 -2.251 1.664
C 2.187 2.365 -3.453
C -2.230 -0.954 -0.172
H 1.548 1.453 -6.555
C -2.309 -1.019 2.319
H 3.846 -3.944 2.299
N -0.361 0.022 3.260
H 0.050 3.910 1.287
C 0.325 0.508 4.317
H -0.860 4.620 -0.141
C 0.657 -1.566 -3.137
C 1.412 2.291 -4.605
H 1.439 -1.794 -3.849
H 3.213 2.656 -3.657
C -3.338 -1.529 4.883
H -3.467 -1.101 -3.842
H -4.985 -2.491 3.922
C -3.983 -2.010 3.796
C -3.050 -1.000 -2.881
H -1.619 1.949 -2.933
H 0.512 0.571 6.421
C 4.583 -0.876 1.280
C 0.029 2.032 -4.417
H -0.616 1.857 -5.277
C 2.052 2.195 -5.938
C -0.643 -1.482 -3.507
H 5.746 -2.773 1.488
H -4.967 -0.660 -2.068
N -1.685 -0.787 1.133
C -0.138 0.377 5.606
O 0.689 1.462 0.438
C 3.678 -2.932 2.027
C -3.949 -0.759 -1.850
C 0.983 -1.301 -1.827
H 2.309 2.314 -1.284
C -1.350 -0.372 5.848
C -0.050 3.964 0.209
H 3.114 0.712 0.989
C 1.655 2.287 -2.152
```

total charge = +1
HOMO = -9.0 eV


Quick rundown of DFT total energy, same order as above: -4028.96212; -3047.23936; -2127.87455; -3269.21726; -5170.56672; -272.51834; -3904.38273; -2387.07032 Ha